{
  "formula": "C21H22N5O6S3",
  "method": "ωB97M-V with the def2-TZVPD basis set",
  "elements": ["C", "N", "C", "C", "N", "C", "S", "S", "C", "C", "H", "H", "H", "H", "H", "H", "H", "H", "H", "H", "H", "C", "C", "C", "C", "C", "S", "O", "O", "N", "C", "C", "C", "N", "O", "O", "C", "C", "C", "C", "N", "O", "O", "C", "C", "C", "H", "H", "H", "H", "H", "H", "H", "H", "H", "H", "H"],
  "xyz": [[2.7664, -5.4299, 4.3001], [2.1280, -4.1266, 4.2940], [3.0478, -3.0384, 4.2696], [2.3436, -1.6878, 4.3432], [1.3002, -1.5685, 3.3164], [1.0461, -0.2734, 2.8694], [1.9288, 1.0150, 3.4238], [-0.2815, 0.4336, 1.7902], [0.2941, -2.6398, 3.4766], [0.9950, -4.0147, 3.4140], [2.0198, -6.2066, 4.4894], [3.2653, -5.6917, 3.3483], [3.5074, -5.5028, 5.1061], [3.6991, -3.1498, 5.1488], [3.7271, -3.0660, 3.3925], [1.8990, -1.6064, 5.3571], [3.0963, -0.8910, 4.2025], [-0.1373, -2.5812, 4.4970], [-0.4928, -2.5619, 2.7102], [1.2820, -4.2426, 2.3687], [0.3065, -4.8119, 3.7353], [-2.6576, -2.1732, -4.7419], [-1.6621, -1.3639, -3.9547], [-0.6725, -0.6425, -4.6171], [0.2843, 0.0917, -3.9236], [0.2284, 0.1077, -2.5261], [1.3197, 1.1365, -1.5959], [1.9706, 0.4497, -0.5207], [2.0002, 2.0288, -2.4930], [0.0780, 2.0133, -0.8101], [-0.6008, 3.0594, -1.4489], [-0.7121, 3.3521, -2.7989], [-1.6075, 4.3499, -3.2117], [-1.9297, 4.5023, -4.5841], [-2.7483, 5.3921, -4.9139], [-1.3834, 3.7355, -5.4089], [-2.2584, 5.1505, -2.2392], [-2.1041, 4.8870, -0.8847], [-1.3097, 3.8003, -0.4543], [-1.0424, 3.1679, 0.8004], [-1.2833, 3.7443, 2.0450], [-2.0144, 4.7756, 2.0504], [-0.7788, 3.2914, 3.0987], [-0.0628, 2.0799, 0.6234], [-0.7213, -0.6450, -1.8306], [-1.6786, -1.3409, -2.5591], [-3.4016, -2.6133, -4.0761], [-3.1934, -1.5488, -5.4683], [-2.1778, -3.0067, -5.2732], [-0.6605, -0.6663, -5.7044], [1.0319, 0.6699, -4.4637], [-0.1892, 2.7714, -3.5437], [-2.9038, 5.9458, -2.5941], [-2.6363, 5.4887, -0.1594], [0.9236, 2.2146, 1.1142], [-0.7269, -0.6712, -0.7409], [-2.4603, -1.8924, -2.0442]],
  "atomic_forces_ev_per_a": [[-0.3, 0.0, -0.1], [-0.2, -0.5, 0.8], [0.6, 0.4, -0.2], [0.5, -0.2, 0.2], [-0.6, 0.5, -0.4], [0.0, 1.8, -0.1], [0.6, 0.3, -0.1], [-2.2, -3.5, 0.2], [0.5, -0.2, 0.1], [-0.2, -0.3, -0.6], [0.0, 0.1, 0.0], [0.0, 0.2, 0.0], [-0.1, 0.2, -0.2], [-0.1, 0.2, -0.1], [-0.2, 0.0, -0.1], [0.0, 0.3, -0.4], [-0.6, -0.4, 0.2], [-0.1, 0.3, -0.4], [0.4, 0.0, 0.3], [-0.1, 0.2, 0.0], [-0.1, 0.3, -0.3], [-0.2, -0.1, 0.1], [0.3, 0.1, 0.1], [0.1, -0.1, -0.1], [-0.3, 0.1, 0.3], [0.3, -0.7, -0.5], [-1.5, 1.2, 1.2], [0.2, -0.1, -0.7], [0.1, -0.6, 0.2], [1.0, -0.8, -0.3], [-1.0, 0.7, -0.2], [-0.1, -0.7, 0.1], [-0.1, 0.4, 1.8], [-0.1, 0.4, -1.7], [1.2, -1.4, 0.3], [-0.9, 1.1, 1.0], [0.3, -0.6, -0.5], [0.0, 0.0, 0.0], [-0.2, -0.4, -0.3], [0.3, -0.2, 0.4], [-0.2, 0.9, 0.7], [0.6, -1.0, 0.1], [-0.5, 0.2, -1.6], [3.1, 1.6, 1.2], [-0.1, 0.1, -0.3], [0.1, -0.1, 0.0], [0.0, 0.0, 0.0], [0.2, -0.2, 0.1], [0.0, 0.3, 0.0], [0.1, 0.1, 0.1], [-0.1, -0.1, 0.2], [0.0, 0.1, 0.0], [0.0, -0.1, 0.2], [0.1, -0.1, 0.0], [-0.5, 0.6, -0.4], [0.0, 0.2, -0.2], [0.1, 0.0, 0.1]],
  "relative_energy_kcal_mol": 89.9,
  "largest_force_ev_per_a": 4.15,
  "charge": -1
}


{
  "formula": "C21H22NO2",
  "method": "ωB97M-V with the def2-TZVPD basis set",
  "elements": ["C", "C", "C", "C", "C", "C", "C", "C", "C", "C", "O", "C", "C", "C", "C", "C", "C", "C", "C", "C", "C", "H", "H", "H", "H", "H", "H", "H", "H", "H", "H", "H", "H", "H", "H", "H", "H", "H", "C", "N", "O", "H", "H", "H", "H", "H"],
  "xyz": [[3.7322, -3.5222, 3.8258], [2.6059, -2.9364, 3.0349], [1.3391, -3.5172, 3.1409], [0.2747, -3.0110, 2.4092], [0.4166, -1.8743, 1.6019], [-0.8472, -1.3123, 1.0203], [-0.7755, -0.0235, 0.2526], [0.0038, 1.0695, 0.6655], [-0.0252, 2.2750, -0.0319], [-0.8847, 2.4057, -1.1244], [-0.8881, 3.5914, -1.8657], [-0.1956, 3.5756, -3.0843], [-0.9362, 3.6996, -4.2633], [-0.2788, 3.5482, -5.4841], [1.1065, 3.3557, -5.5207], [1.8365, 3.2856, -4.3296], [1.1904, 3.3968, -3.0973], [-1.7314, 1.3609, -1.5051], [-1.6533, 0.1513, -0.8283], [1.7147, -1.3521, 1.4222], [2.7867, -1.8577, 2.1629], [4.6190, -2.8869, 3.7739], [3.4425, -3.6441, 4.8760], [3.9990, -4.5188, 3.4510], [1.1941, -4.3733, 3.7996], [-0.6945, -3.4956, 2.4738], [-1.3320, -2.0784, 0.4092], [0.6474, 0.9861, 1.5426], [0.6190, 3.1067, 0.2525], [-2.0097, 3.8735, -4.1958], [-0.8588, 3.5909, -6.4067], [1.6196, 3.2654, -6.4804], [2.9179, 3.1435, -4.3449], [1.7320, 3.3426, -2.1508], [-2.4260, 1.5003, -2.3325], [-2.2996, -0.6750, -1.1320], [1.8891, -0.5402, 0.7164], [3.7799, -1.4130, 2.0605], [-3.7282, -0.8302, 1.6726], [-2.5740, -1.4523, 2.3045], [-2.6395, -2.8394, 1.9331], [-3.6550, 0.2584, 1.7358], [-3.8672, -1.1415, 0.6279], [-4.6122, -1.1464, 2.2416], [-1.5957, -1.0516, 2.0329], [-2.9582, -3.2893, 2.7377]],
  "atomic_forces_ev_per_a": [[0.3, 0.1, 0.1], [-0.2, -0.1, 0.1], [-0.2, 0.2, -0.4], [0.2, -0.5, 0.6], [-0.8, 0.2, 0.6], [4.2, 0.2, -5.4], [-0.7, -0.6, 1.3], [0.2, 0.5, 0.2], [0.0, -0.3, 0.1], [0.3, 0.7, -1.0], [-0.1, -0.6, 1.0], [0.2, -0.4, -0.5], [0.3, -0.3, 0.4], [0.2, 0.2, 0.1], [-0.1, 0.0, 0.1], [-0.1, 0.1, 0.0], [-0.5, 0.0, -0.1], [0.1, -0.3, 0.0], [-0.5, 0.2, -0.3], [0.2, 0.5, 0.5], [-0.4, 0.0, -0.4], [-0.1, -0.1, 0.1], [0.1, 0.0, -0.2], [-0.1, 0.2, 0.0], [0.0, 0.2, -0.2], [0.4, 0.2, 0.1], [-0.6, 0.2, 0.7], [-0.3, 0.1, -0.2], [-0.2, -0.2, -0.1], [0.3, -0.1, -0.1], [0.2, 0.0, 0.2], [-0.2, 0.0, 0.3], [-0.3, 0.1, -0.1], [-0.1, 0.0, -0.3], [0.3, 0.0, 0.2], [0.2, 0.2, 0.0], [0.0, -0.3, 0.2], [-0.3, -0.2, -0.1], [0.2, 0.5, -0.4], [-1.4, -1.4, 0.7], [-0.4, 0.7, 0.6], [0.1, -0.1, 0.0], [0.1, 0.0, 0.2], [0.3, 0.0, 0.0], [-1.1, 0.2, 1.6], [0.2, 0.3, -0.1]],
  "relative_energy_kcal_mol": 90.8,
  "largest_force_ev_per_a": 6.89,
  "charge": 1
}


{
  "formula": "C21H23BBrN2O3PtS",
  "method": "ωB97M-V with the def2-TZVPD basis set",
  "elements": ["Pt", "C", "C", "C", "C", "C", "Br", "N", "C", "H", "H", "H", "H", "H", "H", "O", "N", "C", "C", "C", "C", "C", "S", "H", "H", "H", "H", "C", "C", "C", "C", "C", "C", "C", "C", "O", "B", "O", "C", "C", "H", "H", "H", "H", "H", "H", "H", "H", "H", "H", "H", "H", "H"],
  "xyz": [[0.0000, 0.0000, 0.0000], [-1.5822, 2.7396, -4.6088], [-1.5016, 2.6000, -3.1130], [-2.1012, 3.6382, -2.2201], [-2.0239, 3.5043, -0.8804], [-1.3225, 2.2898, -0.3649], [-0.9823, 1.7008, 1.6145], [-0.7842, 1.3579, -1.2715], [-0.8813, 1.5260, -2.5774], [-2.1196, 3.6701, -4.8896], [-2.1277, 1.8738, -5.0395], [-0.5597, 2.7794, -5.0395], [-2.6013, 4.5041, -2.6436], [-2.4519, 4.2453, -0.2166], [-0.4368, 0.7563, -3.1698], [-0.7534, -1.3045, 1.3202], [-0.6227, -2.6268, 0.9414], [-0.4573, -3.6082, 1.8845], [-0.3243, -4.9781, 1.4489], [-0.3665, -5.2507, 0.1326], [-0.5443, -4.1712, -0.8311], [-0.6708, -2.8769, -0.4336], [-0.8873, -1.5363, -1.5520], [-0.4355, -3.2955, 2.9166], [-0.1945, -5.7445, 2.1964], [-0.2722, -6.2565, -0.2474], [-0.5748, -4.4176, -1.8834], [6.9657, -2.3890, 4.2820], [6.8933, -0.8467, 4.2804], [7.8767, -0.2843, 3.2312], [7.3551, -0.3518, 5.6719], [5.4585, -0.4006, 3.9298], [4.6581, 0.3869, 4.8135], [3.3543, 0.7761, 4.4627], [2.8550, 0.3768, 3.2299], [1.6434, 0.6496, 2.7258], [1.6551, 0.0000, 1.4350], [2.9306, -0.6499, 1.2391], [3.6031, -0.3782, 2.3663], [4.8972, -0.7812, 2.6811], [7.9931, -2.7344, 4.5291], [6.7019, -2.8125, 3.2907], [6.2652, -2.8080, 5.0366], [8.9185, -0.5962, 3.4616], [7.8385, 0.8266, 3.2220], [7.6387, -0.6483, 2.2102], [8.3913, -0.6933, 5.8863], [6.6983, -0.7530, 6.4739], [7.3526, 0.7587, 5.7191], [5.0215, 0.7107, 5.7769], [2.7530, 1.3728, 5.1364], [5.4478, -1.3765, 1.9660], [1.2979, 0.0000, -1.1253]],
  "atomic_forces_ev_per_a": [[4.9, -0.2, -1.4], [-0.1, 0.2, -0.3], [-0.5, 0.9, -0.1], [0.5, -0.9, -1.1], [1.3, -2.4, 2.0], [-1.2, 2.2, -0.8], [-1.3, 2.2, -1.4], [-0.7, 1.1, 2.8], [-0.7, 1.2, -0.7], [0.3, -0.6, 0.1], [0.3, 0.6, 0.0], [-0.6, 0.0, 0.0], [0.1, -0.2, -0.1], [0.1, -0.2, 0.1], [0.3, -0.4, -0.5], [-0.6, -2.1, 2.0], [-0.1, 1.5, -1.8], [0.2, -1.5, 0.4], [-0.2, 2.1, 0.8], [0.1, -0.5, -1.0], [-0.1, -0.6, -0.5], [-0.4, 0.4, 0.6], [0.4, -2.3, 0.6], [0.0, 0.1, -0.1], [0.0, 0.0, 0.1], [0.0, 0.0, 0.0], [-0.1, 0.1, 0.0], [0.0, -0.4, 0.0], [0.2, 0.0, 0.1], [0.2, 0.1, -0.3], [-0.1, 0.1, 0.2], [-0.8, 0.4, 0.1], [-0.1, -0.5, -1.1], [0.4, -0.3, -0.2], [1.2, 0.3, 1.7], [-1.2, -0.8, -2.6], [0.5, -0.6, -0.2], [-2.5, 0.8, -0.7], [2.0, -0.4, 1.0], [0.0, 0.4, 0.8], [-0.6, 0.2, -0.1], [0.1, 0.2, 0.6], [0.4, 0.2, -0.5], [-0.6, 0.2, -0.1], [0.0, -0.6, 0.0], [0.1, 0.2, 0.6], [-0.6, 0.2, -0.2], [0.4, 0.3, -0.4], [0.0, -0.6, 0.0], [0.2, -0.1, 0.0], [0.0, 0.0, 0.0], [0.1, 0.0, 0.0], [-1.1, 0.2, 1.6]],
  "relative_energy_kcal_mol": 4.8,
  "largest_force_ev_per_a": 5.11,
  "spin_multiplicity": 6,
  "s_squared": 8.7984,
  "charge": 0
}


{
  "formula": "C21H23BN9PdS2",
  "method": "ωB97M-V with the def2-TZVPD basis set",
  "elements": ["Pd", "C", "N", "C", "C", "N", "B", "N", "C", "C", "N", "C", "C", "S", "C", "S", "H", "H", "H", "H", "H", "H", "H", "H", "H", "H", "H", "H", "N", "C", "C", "C", "C", "C", "C", "C", "N", "C", "C", "N", "C", "H", "H", "H", "H", "H", "H", "H", "N", "C", "C", "C", "N", "H", "H", "H", "H"],
  "xyz": [[-0.5632, -0.2817, -0.8080], [-2.2271, -1.8471, 2.4586], [-1.2396, -2.5468, 1.6735], [-0.1459, -3.2330, 2.1618], [0.5229, -3.6885, 1.0816], [-0.1483, -3.3063, -0.0572], [0.4031, -3.7641, -1.4674], [0.1660, -2.7280, -2.5999], [-0.6336, -3.0086, -3.6868], [-0.6758, -1.9273, -4.4880], [0.1196, -0.9647, -3.8904], [0.1945, 0.4144, -4.3028], [0.5819, -1.4429, -2.6999], [1.6174, -0.5543, -1.6271], [-1.2180, -2.5695, 0.3097], [-2.4491, -1.7998, -0.6288], [-1.8635, -1.7687, 3.4817], [-3.1815, -2.3745, 2.4457], [-2.3833, -0.8548, 2.0375], [0.0417, -3.3375, 3.2160], [1.4319, -4.2582, 1.0174], [1.5856, -3.9647, -1.3062], [-0.1734, -4.7776, -1.8044], [-1.1064, -3.9681, -3.7852], [-1.1840, -1.7482, -5.4182], [0.0128, 0.4691, -5.3752], [1.1829, 0.8080, -4.0762], [-0.5521, 1.0104, -3.7704], [-5.0491, 2.3209, 3.7927], [-3.9710, 2.0806, 3.4732], [-2.6256, 1.7780, 3.0756], [-2.2076, 2.0129, 1.7656], [-0.9095, 1.7182, 1.3893], [-0.0248, 1.1993, 2.3297], [-0.4361, 0.9647, 3.6340], [-1.7357, 1.2498, 4.0089], [1.3072, 0.9185, 1.9573], [2.0436, -0.2055, 2.2553], [3.2663, 0.0011, 1.6978], [3.3070, 1.2241, 1.0631], [2.1193, 1.7375, 1.2307], [-2.9035, 2.4011, 1.0350], [-0.5861, 1.8529, 0.3639], [0.2718, 0.5714, 4.3523], [-2.0639, 1.0727, 5.0244], [1.6052, -1.0598, 2.7416], [4.1080, -0.6704, 1.6814], [1.7809, 2.6972, 0.8724], [1.0284, 2.7638, -1.7446], [2.3279, 3.0973, -1.7985], [2.3765, 4.4775, -1.8003], [1.0251, 4.8702, -1.7424], [0.2128, 3.8240, -1.7130], [0.6601, 1.8103, -1.7004], [3.0922, 2.3389, -1.7891], [3.2542, 5.0997, -1.8230], [0.6107, 5.8661, -1.7243]],
  "atomic_forces_ev_per_a": [[-0.2, 0.1, 0.1], [0.0, 0.0, 0.0], [0.0, 0.0, 0.0], [0.0, 0.0, 0.0], [0.0, 0.0, 0.0], [0.2, 0.0, -0.1], [0.0, 0.0, 0.0], [0.0, -0.1, 0.0], [0.0, 0.0, 0.0], [0.0, 0.0, 0.0], [0.0, 0.0, 0.0], [0.0, 0.0, 0.0], [0.1, 0.0, 0.0], [0.1, -0.1, -0.1], [-0.2, 0.0, 0.1], [0.1, 0.0, 0.0], [0.0, 0.0, 0.0], [0.0, 0.0, 0.0], [0.0, 0.0, 0.0], [0.0, 0.0, 0.0], [0.0, 0.0, 0.0], [0.0, 0.0, 0.0], [0.0, 0.0, 0.0], [0.0, 0.0, 0.0], [0.0, 0.0, 0.0], [0.0, 0.0, 0.0], [0.0, 0.0, 0.0], [0.0, 0.0, 0.0], [0.0, 0.0, 0.0], [-0.1, 0.0, 0.0], [0.1, 0.0, -0.1], [-0.1, 0.0, 0.0], [0.0, -0.1, 0.1], [0.0, 0.0, -0.1], [0.0, 0.0, 0.1], [0.0, 0.0, 0.0], [-0.1, 0.1, 0.0], [0.0, -0.1, 0.1], [0.0, 0.1, -0.1], [0.1, 0.0, 0.0], [0.0, 0.0, 0.0], [0.0, 0.0, 0.0], [0.0, 0.1, -0.1], [0.0, 0.0, 0.0], [0.0, 0.0, 0.0], [0.0, 0.0, 0.0], [0.0, 0.0, 0.0], [0.0, 0.0, 0.0], [0.0, -0.1, -0.1], [0.0, 0.2, 0.0], [0.0, -0.1, 0.0], [0.1, 0.1, 0.0], [-0.1, 0.0, 0.1], [0.0, 0.0, 0.0], [0.0, 0.0, 0.0], [0.0, 0.0, 0.0], [0.0, 0.0, 0.0]],
  "relative_energy_kcal_mol": 0.0,
  "largest_force_ev_per_a": 0.26,
  "charge": -1
}


{
  "formula": "C21H23BrCoN3",
  "method": "ωB97M-V with the def2-TZVPD basis set",
  "elements": ["Co", "N", "C", "C", "N", "H", "H", "H", "H", "H", "H", "H", "H", "Br", "C", "C", "C", "C", "C", "N", "H", "H", "H", "H", "C", "C", "C", "C", "C", "C", "C", "C", "C", "C", "C", "C", "C", "C", "H", "H", "H", "H", "H", "H", "H", "H", "H", "H", "H"],
  "xyz": [[-0.3414, 0.7536, -0.5035], [-1.9851, 0.5382, -1.6820], [-1.5827, -0.0184, -2.9916], [-0.2885, 0.6293, -3.4470], [0.7318, 0.4388, -2.4029], [-2.6364, -0.0905, -1.2235], [-2.4794, 1.4161, -1.8139], [-2.3590, 0.1156, -3.7464], [-1.4260, -1.0895, -2.8614], [-0.4371, 1.7035, -3.5833], [0.0072, 0.2123, -4.4123], [1.5847, 0.9305, -2.6467], [0.9775, -0.5457, -2.3326], [-2.3401, 2.2995, 1.2951], [-1.1536, 3.4148, 0.3390], [-1.1741, 4.7822, 0.5483], [-0.2750, 5.5547, -0.1652], [0.5969, 4.9335, -1.0492], [0.5350, 3.5629, -1.1846], [-0.3311, 2.7990, -0.5031], [-1.8715, 5.2149, 1.2497], [-0.2543, 6.6275, -0.0300], [1.3165, 5.4996, -1.6223], [1.2018, 3.0376, -1.8540], [0.6707, -5.9047, 1.7544], [-0.3803, -5.9006, 0.8500], [-0.7204, -4.7309, 0.1882], [-0.0258, -3.5457, 0.4257], [1.0394, -3.5656, 1.3270], [1.3820, -4.7345, 1.9860], [-0.4440, -2.3213, -0.2877], [-0.1565, -1.0656, 0.0308], [0.4948, -0.4034, 1.1381], [1.5413, 0.4956, 0.8380], [1.9845, 1.4182, 1.8039], [1.3988, 1.4552, 3.0440], [0.3667, 0.5529, 3.3600], [-0.0906, -0.3420, 2.4303], [0.9417, -6.8163, 2.2699], [-0.9346, -6.8095, 0.6569], [-1.5414, -4.7332, -0.5199], [1.6157, -2.6668, 1.5041], [2.2134, -4.7356, 2.6789], [-1.0742, -2.5093, -1.1563], [2.1126, 0.3676, -0.0740], [2.8113, 2.0770, 1.5706], [1.7459, 2.1569, 3.7906], [-0.0722, 0.5701, 4.3493], [-0.8948, -1.0281, 2.6644]],
  "atomic_forces_ev_per_a": [[0.1, -0.1, 0.0], [0.0, 0.0, 0.0], [0.0, 0.0, 0.0], [0.0, 0.0, 0.0], [0.0, 0.0, 0.0], [0.0, 0.0, 0.0], [0.0, 0.0, 0.0], [0.0, 0.0, 0.0], [0.0, 0.0, 0.0], [0.0, 0.0, 0.0], [0.0, 0.0, 0.0], [0.0, 0.0, 0.0], [0.0, 0.0, 0.0], [0.0, 0.0, 0.0], [0.0, 0.0, 0.0], [0.0, 0.0, 0.0], [0.0, 0.0, 0.0], [0.0, 0.0, 0.0], [0.0, 0.0, 0.0], [0.0, 0.1, 0.0], [0.0, 0.0, 0.0], [0.0, 0.0, 0.0], [0.0, 0.0, 0.0], [0.0, 0.0, 0.0], [0.0, 0.0, 0.0], [0.0, 0.0, 0.0], [0.0, 0.0, 0.0], [0.0, 0.0, 0.0], [0.0, 0.0, 0.0], [0.0, 0.0, 0.0], [0.0, 0.0, 0.0], [0.0, 0.0, -0.1], [0.0, 0.0, 0.0], [0.0, 0.0, 0.0], [0.0, 0.0, 0.0], [0.0, 0.0, 0.0], [0.0, 0.0, 0.0], [0.0, 0.0, 0.0], [0.0, 0.0, 0.0], [0.0, 0.0, 0.0], [0.0, 0.0, 0.0], [0.0, 0.0, 0.0], [0.0, 0.0, 0.0], [0.0, 0.0, 0.0], [0.0, 0.0, 0.0], [0.0, 0.0, 0.0], [0.0, 0.0, 0.0], [0.0, 0.0, 0.0], [0.0, 0.0, 0.0]],
  "relative_energy_kcal_mol": 0.0,
  "largest_force_ev_per_a": 0.12,
  "spin_multiplicity": 2,
  "s_squared": 0.7951,
  "charge": 1
}